Entry 1:
This record from the OMol25 dataset describes a gas-phase ion, C6H10N4 (charge +2) at a distorted geometry. The level of theory is the ωB97M-V functional and the def2-TZVPD basis.

The geometry in XYZ format:
```
20
Properties=species:S:1:pos:R:3:forces:R:3
N 2.390036 1.643634 0.199932 1.6 2.0 -1.9
C 1.478212 0.779096 0.404021 -2.3 0.5 1.2
N 1.725257 -0.535370 0.106076 2.9 1.1 -0.1
C 1.006449 -1.619946 0.074704 -4.7 -4.3 0.8
N -0.338572 -1.829242 -0.146978 4.5 -1.6 2.6
C -1.341615 -0.892302 -0.391640 -0.6 4.3 2.0
C -0.929087 0.476378 -1.005313 -1.0 -2.4 1.2
C -1.668967 1.401032 -0.421147 -1.9 1.8 0.7
N -2.494112 0.982650 0.689197 1.3 -0.9 -0.6
C -2.266435 -0.249095 0.872307 0.3 -0.5 -1.7
H 2.220841 2.685862 0.297010 0.1 -1.6 0.4
H 3.226814 1.449260 -0.432055 -1.2 0.1 1.3
H 0.476525 1.120062 0.905452 2.1 -1.0 -1.0
H 2.725182 -0.880702 0.074347 -1.0 1.5 0.0
H 1.652935 -2.498946 0.377923 -1.4 0.5 -0.8
H -0.723375 -2.767614 0.197450 1.2 1.3 -1.0
H -2.057116 -1.406196 -0.947521 -1.5 -0.5 -1.4
H -0.234850 0.498575 -1.782155 0.6 0.5 -1.5
H -1.956507 2.435234 -0.619486 1.1 -0.1 -0.6
H -2.891612 -0.792364 1.547875 0.1 -0.8 0.5
```
Positions in Å, forces in eV/Å.

Properties
HOMO energy = -17.5 eV
Total charge = +2
Electronic energy = -452.8955 a.u.
Molecular weight = 138.17 g/mol
HOMO-LUMO gap = 7.59 eV

Mulliken population analysis, charges in e, atoms 1 to 6:
1. N -0.280
2. C 0.235
3. N -0.230
4. C 0.041
5. N -0.077
6. C 0.099

=====

Entry 2:
This record from the OMol25 dataset describes C8H9NS in the gas phase at a distorted geometry. The level of theory is the ωB97M-V functional and the def2-TZVPD basis.

The geometry in XYZ format:
```
19
Properties=species:S:1:pos:R:3:forces:R:3
C -2.525465 0.821635 -0.934058 2.2 2.0 3.4
C -1.120420 0.853227 -0.755962 -0.8 -1.5 -0.5
C -0.325083 0.480787 -2.033170 1.5 -1.5 1.1
C 0.177068 0.948733 0.427285 -5.5 -1.1 -2.8
C 0.897603 2.016783 0.421080 0.0 4.2 -0.1
C 0.436426 -0.349555 0.997706 0.2 -1.9 -1.5
N 1.521096 -0.632573 1.611048 -0.3 1.9 2.0
C 1.588388 -1.896388 2.060895 2.1 -0.3 0.1
C 0.786020 -2.754833 1.405532 -0.9 2.5 -0.1
S -0.372167 -1.887502 0.476100 0.3 1.2 0.4
H -3.058122 0.658261 -1.874661 0.9 -0.2 0.0
H -3.250265 1.242609 -0.133060 1.4 -1.1 -1.1
H -0.547063 -0.590405 -2.435348 -0.3 2.2 0.2
H 0.789088 0.328728 -1.697127 -1.9 0.8 -1.2
H -0.503500 1.374951 -2.663810 0.6 -1.1 -0.5
H 1.756914 2.174298 1.026413 0.8 -0.5 0.4
H 0.565964 3.012988 -0.061401 0.3 -2.0 0.5
H 2.391304 -2.038099 2.807365 -0.6 -0.7 -0.7
H 0.792214 -3.763644 1.355172 -0.1 -3.0 0.3
```
Positions in Å, forces in eV/Å.

Properties
HOMO energy = -8.8 eV
Electronic energy = -763.0289 a.u.
Molecular weight = 151.23 g/mol
HOMO-LUMO gap = 9.04 eV

Mulliken population analysis, charges in e, atoms 1 to 6:
1. C -0.833
2. C 0.266
3. C -1.025
4. C 0.450
5. C -0.949
6. C 0.365

=====

Entry 3:
This record from the OMol25 dataset describes C25H28N2O6S in the gas phase at a distorted geometry. The level of theory is the ωB97M-V functional and the def2-TZVPD basis.

The geometry in XYZ format:
```
62
Properties=species:S:1:pos:R:3:forces:R:3
C -5.143436 -3.002514 2.506202 -0.1 0.3 -0.3
C -5.773951 -1.811119 1.791351 -0.1 -0.1 0.4
O -5.408998 -1.738395 0.427221 0.1 0.0 -0.3
C -4.163329 -1.316477 0.080283 0.2 0.1 -0.1
C -3.847736 -1.422807 -1.276226 -0.1 -0.1 0.2
C -2.631173 -0.995914 -1.757593 0.2 0.1 0.1
C -1.678069 -0.457371 -0.893406 -0.6 -0.2 0.5
N -0.461892 0.039633 -1.397123 0.5 1.0 0.3
C 0.338276 -0.754084 -2.301229 0.4 -0.2 -0.3
C 0.903696 -2.034938 -1.674710 -0.3 0.3 0.0
O 1.006132 -3.056501 -2.324170 0.1 -0.2 -0.4
N 1.241603 -1.928338 -0.379085 0.1 0.1 0.3
C 1.840701 -3.033705 0.330593 0.5 -0.1 0.0
C 3.364722 -2.897932 0.474105 -0.4 -0.6 -0.4
O 3.738787 -2.048825 1.537689 0.2 0.4 0.1
C 3.647784 -0.681662 1.460026 0.0 0.0 0.1
C 3.455063 -0.058822 2.688253 0.0 -0.1 -0.2
C 3.428947 1.315868 2.810303 0.0 0.1 0.0
C 3.598919 2.096132 1.684649 0.0 0.1 0.0
C 3.793710 1.498515 0.453066 0.1 -0.1 -0.1
C 3.818222 0.116752 0.314175 0.1 -0.1 -0.1
O 4.007078 -0.509275 -0.894090 -0.1 -0.1 0.5
C 4.146649 0.283258 -2.050825 0.0 0.2 -0.2
S 0.321632 1.250225 -0.554618 -0.4 0.2 -0.4
O 1.284720 1.805510 -1.460423 0.0 0.1 -0.2
O 0.819555 0.780622 0.712832 -0.4 0.1 0.1
C -0.994080 2.425242 -0.278181 0.3 -0.4 0.0
C -1.178388 2.956380 0.982949 0.1 -0.1 0.1
C -2.195359 3.875463 1.184532 0.0 0.0 0.0
C -3.008416 4.247617 0.125813 0.0 0.0 0.0
C -2.806849 3.712517 -1.137412 0.1 -0.1 -0.1
C -1.789503 2.796328 -1.344619 0.0 0.1 -0.1
C -1.983982 -0.364241 0.457427 0.0 -0.2 -0.2
C -3.212860 -0.781048 0.941581 -0.4 -0.1 0.1
H -5.420768 -3.923409 1.999747 0.0 -0.1 0.0
H -4.059052 -2.925581 2.507284 0.1 0.0 0.1
H -5.496875 -3.043257 3.532814 0.0 0.0 0.1
H -6.861588 -1.923602 1.771827 0.2 0.1 0.1
H -5.534554 -0.872974 2.307446 -0.1 0.0 -0.1
H -4.586087 -1.842863 -1.940380 -0.1 -0.1 -0.1
H -2.418601 -1.084169 -2.810678 0.0 0.0 -0.2
H -0.234637 -1.034581 -3.188441 0.1 0.0 0.1
H 1.169981 -0.119381 -2.616177 0.0 -0.2 -0.2
H 1.216801 -1.032448 0.092527 -0.1 -0.1 -0.1
H 1.619992 -3.935623 -0.245534 0.0 0.1 0.1
H 1.390476 -3.106360 1.324431 0.0 -0.1 -0.1
H 3.797123 -2.582788 -0.476999 0.0 -0.1 0.2
H 3.778882 -3.870327 0.756393 -0.1 0.1 -0.1
H 3.330725 -0.696205 3.550076 0.0 -0.1 0.1
H 3.272535 1.768853 3.777611 0.0 0.0 0.1
H 3.580372 3.173535 1.752955 0.0 0.1 0.0
H 3.915037 2.126083 -0.413820 0.0 0.0 -0.1
H 5.075153 0.863125 -2.023281 0.0 0.0 0.0
H 3.296651 0.958626 -2.180654 0.1 0.0 0.0
H 4.187765 -0.423051 -2.879773 0.0 0.1 0.0
H -0.525308 2.640302 1.781379 0.0 0.0 0.2
H -2.352431 4.299311 2.164553 0.0 0.0 0.1
H -3.802757 4.961442 0.284545 -0.1 0.1 0.0
H -3.440701 4.009275 -1.958800 0.0 0.0 -0.1
H -1.605553 2.366121 -2.315910 -0.1 0.0 -0.2
H -1.250626 0.019954 1.146785 0.0 0.0 0.1
H -3.403943 -0.684063 1.998367 -0.1 0.0 0.1
```
Positions in Å, forces in eV/Å.

Properties
HOMO energy = -7.9 eV
Electronic energy = -1928.5637 a.u.
Molecular weight = 484.57 g/mol
HOMO-LUMO gap = 8.20 eV

Mulliken population analysis, charges in e, atoms 1 to 6:
1. C -1.026
2. C -0.381
3. O -0.492
4. C 0.761
5. C -0.827
6. C -0.556

=====

Entry 4:
This record from the OMol25 dataset describes a molecular structure, C4H9FP at a distorted geometry. The level of theory is the ωB97M-V functional and the def2-TZVPD basis.

The geometry in XYZ format:
```
15
Properties=species:S:1:pos:R:3:forces:R:3
C 0.580597 -0.562094 0.454691 -1.7 1.2 2.7
C -0.468627 -0.184995 1.394956 -0.3 -1.5 -0.6
C -0.519365 1.155254 2.021351 -0.1 2.4 -0.8
C 0.327652 -1.025648 -2.632876 2.8 1.9 2.6
F 0.176847 1.458710 -0.873359 0.3 1.6 -0.5
P -0.651274 0.148471 -0.770711 0.3 -2.0 -2.4
H 1.309040 0.176155 0.612302 1.8 0.4 -0.7
H 0.803085 -1.558141 0.301763 0.5 -1.9 -0.2
H -1.255785 -0.953691 1.590836 0.5 0.9 0.1
H -1.492825 1.684218 1.730518 1.1 -0.7 0.4
H 0.332645 1.824286 1.640401 -1.2 -1.0 0.6
H -0.515869 1.261006 3.127082 0.0 -0.9 -0.5
H 1.171722 -1.751940 -2.478728 -0.6 1.1 0.7
H 0.641642 -0.105949 -3.129386 -0.3 -0.3 0.0
H -0.439486 -1.565643 -2.988840 -3.2 -1.2 -1.4
```
Positions in Å, forces in eV/Å.

Properties
HOMO energy = -14.3 eV
Total charge = +1
Electronic energy = -598.6555 a.u.
Molecular weight = 107.09 g/mol
HOMO-LUMO gap = 7.97 eV

Mulliken population analysis, charges in e, atoms 1 to 6:
1. C -0.630
2. C 0.194
3. C -1.056
4. C -0.863
5. F -0.204
6. P 0.350

=====

Entry 5:
This record from the OMol25 dataset describes C4H7NO2 in the gas phase. The level of theory is the ωB97M-V functional and the def2-TZVPD basis.

The geometry in XYZ format:
```
14
Properties=species:S:1:pos:R:3:forces:R:3
H 1.994822 0.774928 -1.682760 -0.1 -0.2 0.0
N 1.861008 -0.006994 -1.040022 -0.2 0.2 0.4
C 0.979280 0.294975 -0.191310 0.3 0.1 -0.2
C 0.231898 1.614131 -0.098152 0.1 0.0 0.0
O 0.762135 -0.566413 0.868649 0.1 0.1 0.2
C -0.291388 -1.516279 0.798576 -0.1 0.0 -0.1
C -1.456527 -0.932958 0.013665 0.0 0.1 -0.5
O -1.358024 -0.702897 -1.167911 -0.3 -0.2 0.5
H 0.936138 2.378027 0.241821 -0.1 0.0 0.0
H -0.161605 1.917333 -1.071915 0.1 -0.1 0.1
H -0.593357 1.578754 0.615661 0.1 -0.1 -0.1
H 0.055786 -2.436524 0.316170 0.0 0.1 -0.1
H -0.589402 -1.749101 1.824850 0.1 0.1 -0.1
H -2.370766 -0.646981 0.572678 0.0 -0.1 -0.1
```
Positions in Å, forces in eV/Å.

Properties
HOMO energy = -9.9 eV
Electronic energy = -361.7996 a.u.
Molecular weight = 101.10 g/mol
HOMO-LUMO gap = 10.37 eV

Mulliken population analysis, charges in e, atoms 1 to 6:
1. H 0.246
2. N -0.660
3. C 0.613
4. C -1.037
5. O -0.386
6. C -0.193

=====

Entry 6:
This record from the OMol25 dataset describes 2 unconnected molecules or ions with the total composition C4H14N2O at a distorted geometry. The level of theory is the ωB97M-V functional and the def2-TZVPD basis.

The geometry in XYZ format:
```
21
Properties=species:S:1:pos:R:3:forces:R:3
C 1.028363 -1.046188 1.969278 -2.7 -0.2 -0.2
N 0.182305 -1.704715 0.926627 0.9 2.0 0.3
C -0.829692 -0.662788 0.571339 0.6 0.3 -2.3
C -1.236500 -0.932706 -0.917717 -0.4 -0.5 -0.5
C -0.201217 -0.250668 -1.856206 0.9 -3.9 -0.8
N 0.051504 1.174152 -1.767689 -0.2 1.6 -0.4
H 0.226500 -0.678812 2.650151 1.3 0.6 0.3
H 1.627216 -0.276724 1.519946 0.1 0.5 -0.1
H 1.644643 -1.702156 2.509797 0.8 -1.1 0.5
H -0.100441 -2.597414 1.280540 -0.9 -0.2 0.0
H -1.686951 -0.382256 1.189464 0.1 -0.8 0.6
H -0.230329 0.279736 0.483669 -0.5 -0.7 0.4
H -1.031150 -2.031705 -1.022579 -0.4 0.9 -0.3
H -2.286824 -0.826439 -1.314076 0.7 0.5 1.1
H 0.628132 -1.092792 -1.612687 -0.4 3.1 -0.4
H -0.414297 -0.541398 -2.898888 -0.4 0.1 0.2
H -0.834678 1.723739 -1.877636 0.8 -1.0 0.4
H 0.602929 1.560065 -2.573724 -0.4 -1.1 1.1
O 0.799821 3.691205 0.767994 -0.1 -0.8 -1.3
H 1.105928 3.473702 1.627108 0.4 0.2 1.6
H 0.954738 2.824165 0.345291 -0.4 0.5 -0.5
```
Positions in Å, forces in eV/Å.

Properties
HOMO energy = -8.9 eV
Electronic energy = -345.4727 a.u.
Molecular weight = 106.17 g/mol
HOMO-LUMO gap = 9.84 eV

Mulliken population analysis, charges in e, atoms 1 to 6:
1. C -0.863
2. N -0.383
3. C -0.056
4. C -0.727
5. C -0.653
6. N -0.486